Formula: C3H6N2O
Source: the OMol25 dataset
Level of theory: ωB97M-V/def2-TZVPD

## Properties
- relative energy (zero: lowest compared OMol25 entry of this formula, charge and spin) (kcal/mol) = 78.55
- LUMO level (Eh) = 0.0281
- HOMO-LUMO gap (hartree) = 0.3440
- structure (SMILES) = [H]/N=C(/N)CC=O
- E_tot (eV) = -8233.292

Bonds (Å) are listed after each position.
CARTESIAN COORDINATES (ANGSTROEM)
1 H -0.28398 2.33617 -0.90591  N2 1.202
2 N -0.73035 2.09032 0.18321  H1 1.202, C3 1.392
3 C -0.46670 0.72407 0.14593  N2 1.392, N4 1.326, C5 1.526
4 N -1.04158 -0.04231 1.06197  C3 1.326, H8 1.060, H9 1.147
5 C 0.94696 0.35619 -0.29554  C3 1.526, C6 1.542, H10 1.153, H11 1.031
6 C 1.06265 -1.13084 -0.68861  C5 1.542, O7 1.232, H12 1.139
7 O 0.17501 -1.94503 -0.42947  C6 1.232
8 H -1.13851 -1.09764 1.07947  N4 1.060
9 H -1.93443 0.41526 1.61865  N4 1.147
10 H 1.40619 0.87762 -1.21570  C5 1.153
11 H 1.71732 0.59607 0.34701  C5 1.031
12 H 1.97937 -1.59977 -1.17469  C6 1.139